No. 1
DFT (the ωB97M-V functional and the def2-TZVPD basis) results for C43H35N10O4S3Ti as an isolated structure.

Gap between HOMO and LUMO (eV): 5.756
DFT total energy (a.u.): -4551.43887
Energy above the lowest of the compared OMol25 structures with the same formula, charge and spin (kcal per mole): 9.16
Multiplicity: 1
Total charge: +3

Geometry (Å):
1 Ti -0.002 0.446 1.016
2 O 6.435 -1.707 -0.931
3 N 5.867 -2.630 -0.381
4 O 6.295 -3.745 -0.225
5 C 4.505 -2.350 0.139
6 C 4.126 -3.032 1.234
7 C 2.867 -2.755 1.851
8 C 2.401 -3.421 3.000
9 C 1.180 -3.078 3.525
10 C 0.441 -2.065 2.914
11 N 0.860 -1.432 1.830
12 C 2.054 -1.767 1.298
13 C 2.451 -1.073 0.110
14 N 1.567 -0.152 -0.378
15 C 1.871 0.446 -1.527
16 C 3.052 0.190 -2.221
17 C 3.964 -0.695 -1.713
18 C 3.675 -1.360 -0.501
19 H 4.787 -3.780 1.651
20 H 3.007 -4.192 3.458
21 H 0.789 -3.564 4.408
22 H -0.510 -1.750 3.329
23 H 1.154 1.143 -1.929
24 H 3.227 0.692 -3.162
25 H 4.888 -0.891 -2.234
26 N -4.136 0.200 1.997
27 C -4.704 1.385 2.552
28 C -6.045 1.400 2.886
29 C -6.606 2.561 3.402
30 C -5.821 3.689 3.575
31 C -4.472 3.664 3.237
32 C -3.916 2.506 2.725
33 S -2.189 2.519 2.348
34 N -1.909 0.911 1.771
35 C -2.875 0.035 1.641
36 C -2.504 -1.238 0.970
37 C -3.267 -2.387 0.993
38 C -2.841 -3.484 0.249
39 C -1.677 -3.384 -0.489
40 C -0.938 -2.214 -0.419
41 N -1.339 -1.164 0.304
42 H -4.787 -0.538 1.782
43 H -6.653 0.513 2.747
44 H -7.653 2.578 3.668
45 H -6.252 4.595 3.978
46 H -3.860 4.547 3.381
47 H -4.171 -2.454 1.582
48 H -3.423 -4.396 0.247
49 H -1.324 -4.199 -1.105
50 H -0.026 -2.098 -0.988
51 O 0.574 3.188 3.554
52 S 1.229 2.227 2.744
53 O 0.830 0.786 2.922
54 N 0.792 2.213 1.184
55 C 0.511 3.307 0.349
56 C 0.967 4.592 0.439
57 C 0.539 5.535 -0.523
58 C -0.306 5.181 -1.538
59 C -0.778 3.848 -1.644
60 C -1.648 3.380 -2.650
61 C -2.036 2.067 -2.647
62 C -1.572 1.205 -1.646
63 N -0.760 1.603 -0.676
64 C -0.361 2.919 -0.682
65 C 2.951 2.400 2.873
66 C 3.784 1.783 1.940
67 C 5.150 1.931 2.073
68 C 5.666 2.681 3.129
69 C 4.824 3.292 4.048
70 C 3.449 3.160 3.926
71 H 1.635 4.894 1.236
72 H 0.895 6.554 -0.448
73 H -0.622 5.912 -2.271
74 H -1.996 4.060 -3.419
75 H -2.687 1.672 -3.413
76 H -1.850 0.163 -1.662
77 H 3.368 1.226 1.110
78 H 5.818 1.477 1.354
79 H 6.738 2.797 3.227
80 H 5.235 3.878 4.858
81 H 2.776 3.634 4.628
82 S 0.025 -1.336 -3.499
83 C -0.724 -2.547 -4.444
84 N -0.109 -3.714 -4.665
85 C -0.580 -4.725 -5.618
86 C -2.095 -4.686 -5.674
87 C -2.550 -3.268 -5.960
88 N -1.930 -2.357 -4.991
89 H 0.833 -3.772 -4.317
90 H -0.221 -5.697 -5.288
91 H -0.155 -4.528 -6.605
92 H -2.511 -5.024 -4.722
93 H -2.457 -5.357 -6.451
94 H -3.631 -3.176 -5.870
95 H -2.272 -2.974 -6.974
96 H -2.299 -1.427 -4.893



No. 2
DFT (the ωB97M-V functional and the def2-TZVPD basis) results for C43H36AsO6P2PtSSi as an isolated structure at a distorted geometry.

Gap between HOMO and LUMO (eV): 6.329
DFT total energy (a.u.): -5837.23129
Energy above the lowest of the compared OMol25 structures with the same formula, charge and spin (kcal per mole): 73.33
Multiplicity: 1
Total charge: -1

Geometry (Å):
1 Pt 0.262 -0.016 0.895
2 C -3.053 0.978 1.783
3 Si -1.683 1.098 0.534
4 C -1.335 2.909 0.225
5 C -2.290 3.927 0.302
6 C -1.929 5.251 0.083
7 C -0.607 5.570 -0.205
8 C 0.351 4.567 -0.281
9 C -0.022 3.240 -0.074
10 P 1.148 1.826 -0.121
11 C 1.258 1.416 -1.897
12 C 0.426 2.013 -2.841
13 C 0.564 1.697 -4.188
14 C 1.547 0.809 -4.597
15 C 2.377 0.214 -3.655
16 C 2.226 0.496 -2.306
17 C 2.702 2.677 0.251
18 C 2.946 3.055 1.566
19 C 4.092 3.759 1.892
20 C 5.001 4.097 0.901
21 C 4.759 3.730 -0.416
22 C 3.611 3.018 -0.745
23 C -2.419 0.469 -1.070
24 C -3.182 1.255 -1.944
25 C -3.801 0.688 -3.046
26 C -3.695 -0.686 -3.274
27 C -2.948 -1.473 -2.416
28 C -2.279 -0.886 -1.337
29 P -1.253 -1.854 -0.180
30 C -2.460 -3.185 0.234
31 C -3.651 -2.851 0.878
32 C -4.573 -3.828 1.222
33 C -4.303 -5.161 0.937
34 C -3.120 -5.500 0.297
35 C -2.201 -4.517 -0.053
36 C 0.009 -2.671 -1.147
37 C 0.232 -2.407 -2.505
38 C 1.280 -2.951 -3.210
39 C 2.222 -3.699 -2.474
40 C 2.081 -3.964 -1.145
41 C 0.938 -3.509 -0.376
42 H -3.975 1.371 1.345
43 H -2.827 1.530 2.700
44 H -3.218 -0.067 2.058
45 H -3.321 3.689 0.546
46 H -2.675 6.035 0.149
47 H -0.317 6.602 -0.359
48 H 1.383 4.818 -0.495
49 H -0.328 2.727 -2.535
50 H -0.092 2.160 -4.917
51 H 1.660 0.571 -5.648
52 H 3.139 -0.487 -3.966
53 H 2.852 0.012 -1.561
54 H 2.246 2.778 2.345
55 H 4.284 4.019 2.924
56 H 5.906 4.634 1.156
57 H 5.464 3.995 -1.194
58 H 3.430 2.736 -1.773
59 H -3.292 2.320 -1.759
60 H -4.375 1.307 -3.725
61 H -4.195 -1.136 -4.123
62 H -2.868 -2.541 -2.585
63 H -3.866 -1.811 1.101
64 H -5.500 -3.552 1.711
65 H -5.015 -5.931 1.208
66 H -2.906 -6.537 0.066
67 H -1.293 -4.779 -0.577
68 H -0.446 -1.737 -3.026
69 H 1.397 -2.774 -4.269
70 H 3.101 -4.087 -2.982
71 H 2.840 -4.520 -0.606
72 H 0.474 -4.310 0.183
73 O 4.106 -1.847 2.549
74 As 3.331 -0.299 2.297
75 O 4.242 0.865 3.015
76 O 2.834 -0.108 0.697
77 C 1.612 -0.369 3.271
78 C 1.414 0.648 4.206
79 C 0.196 0.793 4.846
80 C -0.856 -0.074 4.570
81 C -0.689 -1.101 3.658
82 C 0.521 -1.214 2.959
83 S 0.884 -2.874 2.341
84 O -0.368 -3.575 2.243
85 O 1.880 -3.420 3.233
86 O 1.503 -2.619 0.993
87 H 3.458 -2.555 2.695
88 H 2.251 1.301 4.427
89 H 0.063 1.586 5.573
90 H -1.805 0.039 5.082
91 H -1.474 -1.818 3.452



No. 3
DFT (the ωB97M-V functional and the def2-TZVPD basis) results for C43H36MoN3O6 as an isolated structure at a distorted geometry.

Gap between HOMO and LUMO (eV): 7.189
DFT total energy (a.u.): -2343.20892
Energy above the lowest of the compared OMol25 structures with the same formula, charge and spin (kcal per mole): 6.33
Multiplicity: 1
Total charge: +3

Geometry (Å):
1 Mo 0.270 0.604 -0.053
2 O -1.387 3.239 -2.809
3 C -1.104 2.313 -2.117
4 N 0.132 2.030 -1.500
5 C 1.208 2.921 -1.722
6 O 1.195 3.947 -2.315
7 C 2.466 2.348 -1.114
8 C 3.702 2.910 -1.322
9 C 4.816 2.270 -0.797
10 C 4.639 1.078 -0.101
11 C 3.368 0.581 0.080
12 N 2.283 1.216 -0.405
13 C -2.072 1.207 -1.838
14 C -3.297 1.145 -2.461
15 C -4.090 0.028 -2.245
16 C -3.610 -0.991 -1.426
17 C -2.382 -0.850 -0.820
18 N -1.626 0.251 -1.007
19 H 3.759 3.824 -1.900
20 H 5.806 2.682 -0.941
21 H 5.479 0.528 0.297
22 H 3.199 -0.352 0.596
23 H -3.589 1.959 -3.111
24 H -5.058 -0.057 -2.722
25 H -4.176 -1.898 -1.261
26 H -1.972 -1.628 -0.189
27 C -1.237 -4.140 5.153
28 C -0.067 -4.014 4.211
29 C 0.986 -5.078 4.417
30 O -0.552 -4.046 2.848
31 C -0.480 -2.778 2.261
32 C 0.085 -1.830 3.341
33 O 0.576 -2.738 4.307
34 C -0.843 -0.808 4.064
35 O -0.060 1.271 1.411
36 C -2.283 -0.829 4.010
37 C -3.021 -0.827 2.809
38 C -4.398 -0.824 2.836
39 C -5.077 -0.878 4.053
40 C -4.372 -0.888 5.248
41 C -2.990 -0.834 5.232
42 C -0.208 0.076 4.950
43 C 1.163 -0.049 5.335
44 C 1.713 0.835 6.224
45 C 0.944 1.897 6.723
46 C -0.377 2.080 6.330
47 C -0.952 1.183 5.460
48 C 0.396 -3.131 1.045
49 O 0.499 -1.093 0.221
50 C -0.282 -3.707 -0.082
51 C 0.385 -3.807 -1.320
52 C -0.253 -4.361 -2.411
53 C -1.545 -4.861 -2.274
54 C -2.211 -4.792 -1.053
55 C -1.600 -4.201 0.035
56 C 1.801 -3.447 1.224
57 C 2.195 -4.733 0.812
58 C 3.470 -5.204 1.072
59 C 4.388 -4.395 1.723
60 C 4.019 -3.111 2.121
61 C 2.742 -2.648 1.890
62 H -1.624 -5.156 5.080
63 H -2.048 -3.456 4.900
64 H -0.914 -3.967 6.179
65 H 0.549 -6.064 4.269
66 H 1.368 -5.020 5.435
67 H 1.805 -4.930 3.713
68 H -1.469 -2.452 1.946
69 H 0.930 -1.252 2.976
70 H -2.503 -0.719 1.866
71 H -4.957 -0.766 1.911
72 H -6.158 -0.900 4.066
73 H -4.896 -0.927 6.192
74 H -2.438 -0.859 6.163
75 H 1.749 -0.886 4.987
76 H 2.736 0.712 6.549
77 H 1.391 2.594 7.421
78 H -0.945 2.923 6.698
79 H -1.964 1.343 5.116
80 H 1.390 -3.415 -1.410
81 H 0.254 -4.421 -3.365
82 H -2.033 -5.324 -3.123
83 H -3.201 -5.217 -0.953
84 H -2.108 -4.195 0.989
85 H 1.478 -5.386 0.333
86 H 3.741 -6.205 0.765
87 H 5.389 -4.755 1.920
88 H 4.739 -2.477 2.623
89 H 2.483 -1.650 2.202